# 1
{
  "formula": "C15H21DyF3I3N2O6P",
  "method": "ωB97M-V/def2-TZVPD",
  "symbols": ["C", "O", "C", "C", "C", "C", "P", "C", "O", "N", "C", "O", "C", "I", "O", "N", "O", "C", "C", "C", "O", "C", "F", "F", "F", "C", "I", "C", "C", "I", "H", "H", "H", "H", "H", "H", "H", "H", "H", "H", "H", "H", "H", "H", "H", "H", "H", "H", "H", "H", "H", "Dy"],
  "xyz": [[5.565, -0.825, -0.932], [4.935, -1.778, -0.019], [3.782, -1.090, 0.513], [2.442, -2.012, 0.438], [1.157, -1.214, 0.943], [0.028, -0.933, -0.213], [1.197, -0.141, -1.534], [1.410, -1.356, -3.008], [0.508, 1.255, -2.247], [-0.400, -2.331, -0.513], [-1.314, -2.789, 0.502], [-1.546, -3.896, 0.996], [-2.107, -1.398, 0.834], [-2.784, -1.417, 2.911], [-3.386, -1.717, 0.140], [-4.271, -2.088, 1.103], [-5.105, -2.797, 0.689], [-1.296, -0.086, 0.248], [-0.956, 0.904, 1.432], [0.021, 2.122, 1.100], [1.020, 2.228, 2.164], [-0.679, 3.565, 1.055], [0.364, 4.502, 1.284], [-1.166, 3.926, -0.255], [-1.614, 3.811, 2.075], [-2.247, 0.266, -0.974], [-2.112, -0.715, -2.963], [-3.342, 1.209, -0.947], [-3.764, 1.993, 0.391], [-4.611, 1.652, -2.717], [4.858, -0.744, -1.837], [5.745, 0.199, -0.444], [6.587, -1.192, -1.283], [3.622, -0.112, -0.057], [3.888, -0.831, 1.632], [2.342, -2.549, -0.559], [2.639, -2.839, 1.218], [1.535, -0.155, 1.221], [0.695, -1.621, 1.911], [0.745, -2.272, -2.911], [2.526, -1.625, -3.090], [1.104, -0.795, -3.964], [1.115, 2.018, -2.134], [0.267, -2.988, -0.923], [-1.869, 1.364, 1.970], [-0.446, 0.362, 2.318], [0.636, 2.025, 0.153], [0.459, 2.292, 2.976], [-3.158, 2.961, 0.592], [-3.797, 1.288, 1.300], [-4.886, 2.346, 0.275], [-4.337, 4.020, -0.858]],
  "forces_ev_per_a": [[0.52, 0.02, -0.77], [-0.83, 2.00, 0.07], [-0.96, -0.07, 0.39], [0.84, -0.62, 1.10], [0.07, 2.75, 0.32], [1.26, -0.99, 0.28], [1.49, 0.74, -1.14], [-0.51, 0.24, -0.33], [-0.33, -0.66, 0.52], [-2.83, -0.41, 1.86], [1.67, -0.90, -0.53], [0.34, 3.83, -1.60], [-0.23, -1.01, -0.67], [0.57, -0.04, 0.33], [1.71, 1.23, 0.78], [-2.17, -2.35, -1.94], [0.76, 1.30, 1.44], [-0.70, -3.03, 0.30], [-0.35, 1.21, 0.76], [0.88, 0.29, 0.68], [-2.58, -0.34, -0.52], [3.21, 2.27, 0.49], [-2.98, -2.07, -0.78], [-0.40, -0.84, 2.55], [1.03, -0.64, -2.55], [-2.33, 3.04, -1.28], [0.30, 0.43, 1.85], [2.47, -1.30, 1.12], [-1.18, -1.03, -0.18], [0.65, -0.53, 1.13], [1.19, 0.23, 1.11], [-0.43, -1.48, -0.63], [-1.57, 0.14, 0.61], [0.01, -1.36, 0.83], [0.18, -0.39, -1.61], [0.09, 0.83, 1.06], [-0.41, 1.06, -1.37], [-0.37, -1.61, -0.14], [0.47, 0.14, -1.45], [1.02, 0.99, -0.27], [-1.79, 0.34, 0.30], [0.46, -0.79, 1.43], [-0.28, -0.85, -0.07], [-0.28, 0.25, 0.38], [1.17, -0.84, -1.16], [-0.53, 0.41, -1.84], [-1.05, 0.01, 1.01], [1.14, 0.08, -0.35], [-0.22, -1.96, 0.62], [0.26, 1.37, -1.36], [1.48, -1.51, 0.79], [0.05, 2.46, -1.53]],
  "lowdin_spin": [0.000, 0.000, 0.000, 0.000, -0.002, 0.000, 0.000, 0.000, 0.000, 0.000, 0.000, -0.002, -0.022, -0.647, -0.038, -0.181, -0.071, 0.000, -0.017, -0.002, 0.000, 0.000, 0.000, 0.020, 0.002, -0.001, 0.003, 0.009, 0.059, 0.061, 0.000, 0.000, 0.000, 0.000, 0.000, 0.000, 0.000, 0.000, -0.002, 0.000, 0.000, 0.000, 0.000, 0.000, -0.001, -0.013, 0.000, 0.000, 0.030, 0.001, 0.026, 5.789],
  "lumo_ev": [-12.62, -10.80],
  "s2": 9.78,
  "homo_lumo_gap_ev": [2.9, 4.7],
  "total_charge": 3,
  "multiplicity": 6
}


# 2
{
  "formula": "C19H33F4N7O26",
  "method": "ωB97M-V/def2-TZVPD",
  "symbols": ["C", "N", "O", "O", "H", "H", "H", "C", "N", "O", "O", "H", "H", "H", "C", "N", "O", "O", "H", "H", "H", "C", "N", "O", "O", "H", "H", "H", "C", "N", "O", "O", "H", "H", "H", "C", "N", "O", "O", "H", "H", "H", "C", "N", "O", "O", "H", "H", "H", "C", "C", "O", "C", "O", "O", "F", "H", "H", "H", "C", "C", "O", "C", "O", "O", "F", "H", "H", "H", "C", "C", "O", "C", "O", "O", "F", "H", "H", "H", "C", "C", "O", "C", "O", "O", "F", "H", "H", "H"],
  "xyz": [[-4.778, 2.385, 2.224], [-3.605, 3.203, 2.630], [-2.846, 3.440, 1.665], [-3.456, 3.604, 3.805], [-5.528, 2.628, 2.977], [-4.293, 1.423, 2.386], [-4.984, 2.535, 1.165], [-3.493, 2.825, -1.489], [-2.951, 2.603, -2.884], [-2.259, 1.624, -3.053], [-3.354, 3.247, -3.801], [-4.563, 3.025, -1.438], [-2.918, 3.673, -1.118], [-3.306, 1.930, -0.896], [0.456, 0.394, -4.820], [-0.182, 0.360, -6.169], [0.246, -0.550, -6.842], [-0.828, 1.341, -6.519], [-0.320, 0.800, -4.173], [1.347, 0.964, -5.087], [0.620, -0.618, -4.449], [3.767, -2.542, -1.019], [3.501, -1.512, -2.046], [4.332, -1.266, -2.894], [2.380, -0.956, -2.075], [2.822, -2.855, -0.576], [4.514, -2.227, -0.291], [4.019, -3.498, -1.478], [2.688, 2.425, -0.650], [1.813, 3.140, -1.618], [2.340, 3.887, -2.399], [0.595, 2.930, -1.587], [3.394, 1.709, -1.070], [1.984, 1.890, -0.013], [3.077, 3.145, 0.071], [-3.043, -3.342, 2.283], [-3.863, -3.436, 3.593], [-3.186, -3.560, 4.620], [-5.079, -3.243, 3.484], [-3.833, -3.190, 1.548], [-2.365, -4.186, 2.157], [-2.304, -2.556, 2.440], [0.556, 2.787, 3.013], [0.565, 4.200, 2.469], [0.963, 4.330, 1.312], [-0.001, 5.028, 3.226], [0.923, 2.254, 2.136], [-0.419, 2.336, 3.199], [1.237, 2.801, 3.864], [5.438, 1.500, 3.163], [6.202, 0.601, 2.161], [5.122, -0.017, 1.557], [3.957, 0.420, 1.932], [2.974, 0.043, 1.428], [4.039, 1.454, 2.679], [6.870, -0.377, 2.730], [5.835, 2.515, 3.201], [5.426, 1.237, 4.220], [6.921, 1.113, 1.521], [-4.510, -1.555, -5.273], [-3.066, -1.201, -5.466], [-2.400, -1.770, -4.335], [-3.273, -2.014, -3.373], [-3.015, -2.539, -2.286], [-4.448, -1.654, -3.849], [-2.965, 0.138, -5.451], [-4.884, -2.481, -5.709], [-5.081, -0.721, -5.680], [-2.726, -1.682, -6.383], [-0.128, -0.032, -0.439], [-0.677, -1.438, -0.189], [-1.014, -1.235, 1.158], [-1.473, 0.004, 1.350], [-2.159, 0.355, 2.368], [-0.943, 0.797, 0.402], [0.367, -2.338, -0.220], [-0.161, 0.155, -1.513], [0.806, 0.007, 0.122], [-1.473, -1.861, -0.802], [2.305, -2.844, 2.691], [1.631, -2.471, 4.004], [1.872, -3.712, 4.763], [2.207, -4.699, 3.993], [2.437, -5.846, 4.328], [2.209, -4.239, 2.739], [0.303, -2.365, 3.919], [3.337, -2.583, 2.457], [1.713, -2.455, 1.864], [2.040, -1.542, 4.401]],
  "forces_ev_per_a": [[0.91, -0.09, 1.40], [1.35, 2.10, -0.55], [-0.60, -0.11, 2.14], [-0.32, -1.23, -2.84], [-0.32, -0.41, -0.51], [-0.79, -0.55, -0.09], [-0.14, 0.21, 0.45], [0.68, 0.23, 0.35], [-1.47, -1.79, 0.29], [1.07, -0.62, 0.73], [-0.52, 1.77, -0.50], [0.17, 0.24, -0.78], [-0.17, -0.11, 0.27], [0.39, 0.20, -0.23], [-1.47, -0.10, 0.26], [1.02, 1.13, 0.50], [-0.93, -0.47, -1.35], [0.43, -1.45, -0.06], [0.65, 0.89, 0.13], [0.00, 0.07, 1.03], [0.47, 0.07, -0.56], [-0.80, -1.29, 0.39], [-1.79, 1.27, -1.44], [0.42, -0.43, 0.76], [1.51, -1.02, 0.79], [-0.06, 0.94, 0.38], [-0.15, 0.17, -0.29], [0.81, 0.47, -0.56], [-1.33, -0.45, 1.70], [-1.10, -0.35, -0.44], [0.45, 0.34, -0.24], [1.35, -0.08, 0.30], [-0.06, 0.59, -0.44], [0.09, -0.30, -0.30], [0.52, 0.26, -0.65], [-0.45, -0.03, 1.15], [1.06, 0.63, -0.27], [-1.70, -0.05, -1.15], [1.81, -0.57, 0.73], [0.72, 0.01, -0.32], [-0.78, -0.56, 0.04], [-0.76, 0.49, -0.08], [1.01, -0.08, -1.31], [-2.84, 0.09, 1.16], [-0.23, 0.79, 1.66], [1.95, -1.07, -2.32], [0.51, -0.40, 0.49], [-0.24, 0.95, 0.36], [-0.23, -0.31, -0.08], [-0.16, 1.23, 0.44], [-1.24, 0.98, 1.12], [2.13, -1.67, -2.11], [-0.18, 0.70, -1.65], [-3.12, -1.67, -0.76], [1.92, 2.25, 2.90], [1.46, -1.32, 1.43], [-0.47, 0.17, -0.61], [0.19, -0.86, -0.22], [-0.58, 0.13, -0.52], [0.77, 0.26, 0.66], [-0.14, -1.39, -0.89], [1.72, 0.37, -1.37], [0.36, -1.37, 1.77], [-0.80, 1.78, -2.66], [-3.47, -0.22, 1.63], [0.48, 0.05, -0.01], [0.36, -0.12, 0.11], [-0.35, 0.01, 0.76], [0.97, 0.60, 0.07], [-0.04, -1.00, -0.17], [1.67, 0.63, 0.24], [-1.55, -1.59, 1.10], [-1.44, 1.86, 3.88], [2.87, -1.35, -4.66], [-1.74, 0.36, -0.03], [-0.42, 0.13, 0.12], [0.24, 1.01, 0.43], [0.67, -0.23, -1.15], [-0.18, 0.24, 0.11], [-1.18, 0.07, -0.69], [1.49, -1.29, 0.04], [-0.37, 3.43, 2.45], [0.50, -3.00, -0.57], [-0.49, 2.33, -0.63], [0.62, -1.55, -1.98], [-0.58, 0.25, -0.38], [0.11, 0.41, 0.83], [-0.13, -0.14, -0.03], [-0.01, -0.46, 0.89]],
  "lowdin_charge": [0.053, -0.404, 0.017, 0.060, 0.104, 0.083, 0.088, 0.051, -0.429, 0.028, 0.099, 0.096, 0.102, 0.079, 0.044, -0.456, 0.054, 0.063, 0.065, 0.116, 0.089, 0.048, -0.400, 0.082, 0.024, 0.081, 0.099, 0.107, 0.032, -0.415, 0.085, 0.043, 0.103, 0.052, 0.098, 0.061, -0.404, 0.046, 0.041, 0.096, 0.097, 0.063, 0.056, -0.386, 0.047, 0.050, 0.066, 0.087, 0.099, 0.030, -0.318, 0.158, -0.702, 0.167, 0.118, 0.111, 0.136, 0.143, 0.178, -0.026, -0.309, 0.140, -0.545, 0.115, 0.086, 0.088, 0.146, 0.150, 0.174, -0.044, -0.247, 0.088, -0.470, 0.076, 0.066, 0.047, 0.132, 0.115, 0.149, -0.084, -0.239, 0.153, -0.591, 0.149, 0.072, 0.104, 0.135, 0.115, 0.167],
  "smiles": "O=C1OC[C@@H](F)O1.O=C1OC[C@@H](F)O1.O=C1OC[C@@H](F)O1.O=C1OC[C@@H](F)O1.C[N+](=O)[O-].C[N+](=O)[O-].C[N+](=O)[O-].C[N+](=O)[O-].C[N+](=O)[O-].C[N+](=O)[O-].C[N+](=O)[O-]",
  "lumo_ev": -0.59,
  "homo_lumo_gap_ev": 10.3,
  "relative_energy_kj_mol": 248.22
}


# 3
{
  "formula": "CH3NOS2",
  "method": "ωB97M-V/def2-TZVPD",
  "symbols": ["C", "N", "O", "S", "S", "H", "H", "H"],
  "xyz": [[-0.021, -0.328, -0.564], [-0.470, 0.958, -0.129], [-0.299, -1.434, 0.263], [1.807, -0.098, -0.505], [1.067, 1.380, 0.813], [-0.386, -0.991, 1.162], [-0.396, -0.437, -1.554], [-1.303, 0.950, 0.513]],
  "forces_ev_per_a": [[0.57, -0.94, 0.22], [0.60, 1.35, 2.15], [-1.23, 1.50, 1.25], [-0.06, 0.75, -0.18], [-1.09, -0.12, -0.53], [0.33, -1.27, -1.24], [-0.17, -1.03, -0.81], [1.06, -0.25, -0.85]],
  "nbo_charge": [0.120, -0.719, -0.698, 0.063, 0.195, 0.471, 0.190, 0.378],
  "smiles": "O[C@H]1NSS1",
  "lumo_ev": -0.23,
  "homo_lumo_gap_ev": 8.1,
  "relative_energy_kj_mol": 107.50
}


# 4
{
  "formula": "C3H6N5",
  "method": "ωB97M-V/def2-TZVPD",
  "symbols": ["C", "C", "C", "N", "N", "N", "N", "N", "H", "H", "H", "H", "H", "H"],
  "xyz": [[-0.682, -1.509, 1.509], [0.562, 0.707, 0.585], [-0.031, 1.140, -1.864], [0.428, 0.000, -2.187], [0.678, -1.016, -2.611], [-0.430, -2.432, 2.118], [0.362, 1.530, -0.529], [-0.882, -0.385, 1.004], [1.204, -0.124, 0.486], [0.774, 1.356, 1.455], [-0.252, 1.793, -2.745], [0.001, -3.201, 2.628], [-0.061, 2.462, -0.235], [-1.670, -0.319, 0.387]],
  "forces_ev_per_a": [[-0.10, 1.39, -0.25], [-0.55, 1.10, -0.83], [0.81, 1.27, 0.01], [-0.77, 3.03, 3.15], [1.45, -6.30, -3.29], [1.23, -3.00, 1.88], [-2.36, 1.99, 0.97], [0.43, 2.06, -1.06], [0.80, -0.58, -0.47], [-0.58, -0.80, -0.28], [-0.25, 0.62, 1.64], [-0.52, 0.38, -0.49], [0.84, -1.44, -0.64], [-0.44, 0.29, -0.34]],
  "nbo_charge": [0.734, 0.059, 0.185, -0.246, 0.008, -0.520, -0.563, -0.707, 0.217, 0.250, 0.235, 0.494, 0.416, 0.439],
  "lumo_ev": [-4.18, -5.50],
  "s2": 2.02,
  "homo_lumo_gap_ev": [5.8, 10.0],
  "total_charge": 1,
  "relative_energy_kj_mol": 162.58,
  "multiplicity": 3
}


no.,strongest force on any atom (eV Å⁻¹)
1,4.2
2,5.6
3,2.6
4,7.2